54
Properties=species:S:1:pos:R:3:forces:R:3 method="wB97M-V/def2-TZVPD" total_charge=0 total_energy_ha=-1491.004643 smiles="C=CCOC(=O)C1=C[C@@H](c2ccc(C(F)(F)F)cc2)[C@H](CCCO)[C@@H](OCC)O1" homo_energy_ev=-9.331 relative_energy_ev=0.0573 fmax_ev_per_a=0.62 orbital_gap_ev=9.957
C -5.9027 -2.4290 -1.9194 -0.1 0.0 -0.1
C -4.7231 -2.7495 -1.4247 0.3 0.1 0.3
C -4.4577 -2.9829 0.0314 -0.2 -0.6 -0.1
H -5.3322 -2.7440 0.6397 0.1 0.0 -0.1
H -4.1559 -4.0264 0.1908 -0.1 0.2 0.0
O -3.4098 -2.1305 0.4992 -0.1 0.4 0.1
C -2.1646 -2.5927 0.4148 0.2 -0.3 -0.1
O -1.8594 -3.6870 0.0064 -0.1 0.2 0.0
C -1.1755 -1.5844 0.8762 0.6 0.1 0.0
C 0.1421 -1.7673 0.7659 -0.5 0.1 0.2
C 1.0389 -0.6619 1.2358 -0.3 0.2 -0.2
C 2.4549 -0.8364 0.7631 0.1 -0.1 0.1
C 3.5191 -0.7666 1.6538 0.0 0.0 -0.1
C 4.8211 -0.9161 1.2138 0.1 0.0 -0.2
C 5.0662 -1.1345 -0.1350 0.1 0.0 0.0
C 4.0131 -1.2154 -1.0367 0.2 0.0 0.1
C 2.7167 -1.0644 -0.5839 0.0 0.0 0.1
H 1.8975 -1.1284 -1.2837 -0.1 0.0 -0.1
H 4.2115 -1.3905 -2.0828 0.0 0.0 -0.1
C 6.4787 -1.3228 -0.6070 0.3 -0.1 -0.1
F 7.3583 -0.5752 0.0807 -0.1 0.1 0.2
F 6.6459 -1.0107 -1.9009 -0.2 0.1 -0.2
F 6.8926 -2.5991 -0.4732 -0.1 -0.1 0.1
H 5.6450 -0.8595 1.9086 0.1 0.0 0.1
H 3.3299 -0.5954 2.7029 -0.1 0.0 0.1
H 1.0192 -0.6365 2.3332 0.0 0.0 0.0
C 0.4431 0.6710 0.7210 0.0 0.0 0.3
C 1.2167 1.8713 1.2724 -0.2 0.1 -0.2
C 0.7345 3.2251 0.7509 0.1 -0.1 -0.3
C 0.8418 3.3639 -0.7698 0.1 -0.3 0.3
O 0.5420 4.6669 -1.2098 -0.1 0.5 -0.1
H 1.1524 5.2865 -0.7939 -0.1 -0.1 0.0
H 0.1059 2.7224 -1.2566 0.1 0.0 0.0
H 1.8499 3.0685 -1.0994 -0.1 -0.1 0.0
H -0.3023 3.3996 1.0395 -0.1 0.1 0.0
H 1.3438 4.0057 1.2179 -0.1 0.0 0.0
H 2.2697 1.7472 1.0074 0.0 0.0 0.1
H 1.1450 1.8692 2.3634 0.1 -0.1 0.1
C -1.0615 0.7684 1.0354 0.2 0.4 0.0
O -1.6644 1.2589 -0.1184 0.1 0.0 -0.1
C -3.0420 1.5866 0.0124 -0.3 0.0 0.0
C -3.4957 2.2325 -1.2848 0.2 -0.2 0.4
H -3.3743 1.5343 -2.1081 0.0 -0.1 -0.1
H -4.5414 2.5161 -1.2090 -0.1 0.0 0.0
H -2.8967 3.1163 -1.4878 0.0 0.1 -0.1
H -3.6188 0.6775 0.2228 0.1 0.1 0.0
H -3.1673 2.2801 0.8574 0.0 -0.1 -0.1
O -1.6786 -0.4447 1.4366 0.0 -0.3 0.1
H -1.2556 1.4400 1.8907 0.0 -0.1 -0.2
H 0.5199 0.6683 -0.3696 0.0 -0.1 0.0
H 0.5440 -2.6682 0.3373 -0.1 -0.2 -0.1
H -3.8565 -2.8608 -2.0622 0.1 0.0 -0.2
H -6.0536 -2.2806 -2.9745 0.0 0.0 -0.2
H -6.7700 -2.3147 -1.2901 -0.2 0.0 0.2